Record 1
Density functional theory data (ωB97M-V/def2-TZVPD) for a cluster of 2 separate species, C5H14NO in total.

Positions of all 21 atoms, in Å:
C -1.495 0.093 -0.051
C -0.514 1.184 -0.449
C 0.802 1.185 0.228
C 0.968 1.075 1.544
C 2.336 0.962 2.191
N -0.895 -1.279 -0.289
H -2.503 0.055 -0.449
H -1.561 0.206 1.033
H -1.110 2.079 -0.382
H -0.524 1.208 -1.548
H 1.703 1.409 -0.313
H 0.223 1.124 2.332
H 3.054 1.709 1.872
H 2.785 -0.015 1.983
H 2.193 0.835 3.263
H -0.196 -1.400 0.441
H -0.454 -1.375 -1.208
H -1.554 -2.054 -0.267
H -0.849 -1.635 -3.515
H -1.426 -2.993 -3.506
O -0.983 -2.374 -2.910

The calculation puts the HOMO energy at -13.12 eV. Its energy above the lowest of the compared OMol25 structures with the same formula, charge and spin is 37.1 kcal/mol. As for the gap between HOMO and LUMO: 9.98 eV. The lowest unoccupied orbital energy comes out at -0.115 Eh. Its charge is +1.

Atom charges from the natural (NBO) analysis, given in e for atoms 1 to 6: atom 1 (C): -0.2078, atom 2 (C): -0.4753, atom 3 (C): -0.2572, atom 4 (C): -0.1489, atom 5 (C): -0.6635, atom 6 (N): -0.6801



Record 2
Density functional theory data (ωB97M-V/def2-TZVPD) for a structure of composition C35H36N5O2S2Sb2Tl.

Positions of all 83 atoms, in Å:
Tl 2.020 -0.889 1.064
C -0.868 1.578 -0.293
C -0.834 1.674 -1.832
C -0.025 0.602 -2.576
Sb -0.181 -1.455 -1.908
C 0.531 -2.294 -3.756
C 1.267 -1.571 -4.689
C 1.676 -2.164 -5.878
C 1.367 -3.490 -6.141
C 0.654 -4.226 -5.204
C 0.242 -3.630 -4.022
C -2.269 -1.675 -2.491
C -2.972 -0.810 -3.323
C -4.350 -0.923 -3.470
C -5.047 -1.915 -2.794
C -4.355 -2.813 -1.992
C -2.982 -2.685 -1.842
Sb -2.666 0.560 0.404
C -2.060 0.357 2.476
C -2.019 1.386 3.415
C -1.592 1.144 4.714
C -1.197 -0.132 5.095
C -1.256 -1.171 4.179
C -1.697 -0.926 2.883
C -3.774 2.416 0.570
C -5.104 2.393 0.152
C -5.891 3.536 0.197
C -5.359 4.723 0.678
C -4.034 4.765 1.091
C -3.246 3.624 1.024
H -0.893 2.573 0.145
H 0.016 1.064 0.090
H -0.406 2.642 -2.113
H -1.865 1.681 -2.202
H 1.042 0.808 -2.472
H -0.279 0.625 -3.636
H 1.537 -0.540 -4.493
H 2.243 -1.587 -6.599
H 1.683 -3.947 -7.070
H 0.425 -5.268 -5.393
H -0.319 -4.212 -3.297
H -2.449 -0.035 -3.874
H -4.882 -0.229 -4.109
H -6.122 -1.990 -2.896
H -4.886 -3.602 -1.472
H -2.450 -3.381 -1.199
H -2.346 2.382 3.148
H -1.568 1.954 5.432
H -0.850 -0.315 6.104
H -0.968 -2.173 4.475
H -1.778 -1.755 2.185
H -5.529 1.466 -0.222
H -6.916 3.502 -0.149
H -5.970 5.616 0.721
H -3.611 5.690 1.463
H -2.206 3.692 1.321
N 5.709 -0.389 -0.499
C 5.088 -1.361 -1.411
C 3.553 -1.395 -1.306
O 3.003 -2.497 -1.116
O 2.959 -0.266 -1.287
H 5.444 0.541 -0.803
H 5.319 -0.483 0.434
H 5.460 -2.360 -1.184
H 5.385 -1.107 -2.429
N 5.024 -3.045 2.771
C 4.695 -1.964 3.523
N 3.989 -0.963 3.097
C 3.763 -0.034 4.096
C 4.298 -0.351 5.299
S 5.127 -1.862 5.212
C 3.063 1.211 3.763
C 2.758 2.213 4.621
S 2.071 3.547 3.769
C 2.266 2.654 2.282
N 2.754 1.462 2.439
N 1.908 3.175 1.082
H 4.881 -2.984 1.776
H 5.731 -3.679 3.093
H 4.281 0.207 6.220
H 2.893 2.261 5.689
H 2.171 2.653 0.262
H 1.777 4.165 0.985

The calculation puts the HOMO energy at -7.89 eV. As for the gap between HOMO and LUMO: 8.08 eV. The lowest unoccupied orbital energy comes out at 0.007 Eh.

Atom charges from the Mulliken analysis, given in e for atoms 1 to 6: atom 1 (Tl): 0.8916, atom 2 (C): -0.3951, atom 3 (C): -0.7070, atom 4 (C): -1.2836, atom 5 (Sb): 0.2951, atom 6 (C): 0.4396



Record 3
Density functional theory data (ωB97M-V/def2-TZVPD) for a structure of composition C17H14BrErNO3S.

Positions of all 38 atoms, in Å:
C -2.452 -0.656 -1.560
C -2.514 -1.152 -0.212
C -2.450 -0.038 0.694
H -2.627 -2.190 0.081
C -2.393 1.152 -0.101
C -2.407 0.769 -1.488
H -2.474 1.467 -2.339
H -2.514 -1.270 -2.473
H -2.566 -0.070 1.776
H -2.478 2.177 0.274
Er -0.179 -0.300 -0.465
Br 1.096 -1.467 -2.365
C 2.115 0.933 -5.088
C 1.033 1.730 -5.563
C 0.036 0.849 -6.090
H 0.982 2.819 -5.554
C 0.506 -0.488 -5.941
C 1.798 -0.437 -5.334
H 2.438 -1.291 -5.120
H 3.038 1.302 -4.641
H -0.905 1.153 -6.551
H -0.014 -1.391 -6.258
O 0.291 -1.850 1.147
C 0.656 -0.939 1.984
N 0.780 0.320 1.479
S 0.635 1.581 2.589
O 1.761 2.425 2.374
O -0.716 2.090 2.444
C 0.850 0.401 3.897
C 1.006 0.745 5.222
C 1.081 -0.274 6.169
C 0.983 -1.625 5.767
C 0.822 -1.957 4.421
C 0.810 -0.920 3.463
H 1.052 1.801 5.474
H 1.183 -0.014 7.216
H 1.027 -2.387 6.552
H 0.712 -2.998 4.120

The calculation puts the HOMO energy (spin up / spin down) at -2.17 / -2.17 eV. The expectation value of S² is 3.75. The spin multiplicity is 4. As for the gap between HOMO and LUMO (spin up / spin down): 3.06 / 3.06 eV. The lowest unoccupied orbital energy (spin up / spin down) comes out at 0.033 / 0.033 Eh. Its charge is -1.

Atom charges from the natural (NBO) analysis, given in e for atoms 1 to 6: atom 1 (C): -0.3629, atom 2 (C): -0.3923, atom 3 (C): -0.3778, atom 4 (H): 0.2404, atom 5 (C): -0.3492, atom 6 (C): -0.3413



Record 4
Density functional theory data (ωB97M-V/def2-TZVPD) for the molecule C2H4O2.

Positions of all 8 atoms, in Å:
O 1.744 -0.037 -0.279
C 0.695 0.697 0.127
C -0.204 -0.049 0.857
O -1.551 0.103 0.623
H 0.332 1.407 -0.624
H 0.084 -0.390 1.857
H -2.029 0.140 1.455
H 1.389 -1.012 0.078

The calculation puts the HOMO energy at -8.10 eV. Its energy above the lowest of the compared OMol25 structures with the same formula, charge and spin is 80.5 kcal/mol. As for the structure (SMILES): O/C=C/O. As for the gap between HOMO and LUMO: 8.65 eV. The lowest unoccupied orbital energy comes out at 0.020 Eh.

Atom charges from the natural (NBO) analysis, given in e for atoms 1 to 6: atom 1 (O): -0.6664, atom 2 (C): 0.0883, atom 3 (C): -0.0489, atom 4 (O): -0.6803, atom 5 (H): 0.1742, atom 6 (H): 0.1733



Record 5
Density functional theory data (ωB97M-V/def2-TZVPD) for the molecule C3H2N2OS2.

Positions of all 10 atoms, in Å:
C 0.771 -0.033 -2.240
C -0.538 -0.052 1.505
C -0.673 0.770 2.685
H 1.165 0.964 -2.371
H -0.144 -1.201 -0.785
N 0.250 -0.294 -0.993
N -0.774 1.433 3.627
O 0.789 -0.850 -3.126
S 0.208 0.857 0.242
S -1.054 -1.593 1.455

The calculation puts the HOMO energy at -9.72 eV. Its energy above the lowest of the compared OMol25 structures with the same formula, charge and spin is 17.2 kcal/mol. As for the structure (SMILES): N#CC(=S)SNC=O. As for the gap between HOMO and LUMO: 7.89 eV. The lowest unoccupied orbital energy comes out at -0.067 Eh.

Atom charges from the natural (NBO) analysis, given in e for atoms 1 to 6: atom 1 (C): 0.5274, atom 2 (C): -0.4719, atom 3 (C): 0.2008, atom 4 (H): 0.1223, atom 5 (H): 0.4392, atom 6 (N): -0.8009



Record 6
Density functional theory data (ωB97M-V/def2-TZVPD) for a cluster of 3 separate species, C12H15F9O6 in total.

Positions of all 42 atoms, in Å:
C 2.413 -2.204 0.697
C 1.097 -2.932 0.783
O 0.039 -1.965 0.952
C -0.762 -1.778 -0.085
O -0.672 -2.277 -1.164
C -1.879 -0.777 0.281
F -1.429 0.170 1.116
F -2.336 -0.174 -0.814
F -2.903 -1.409 0.860
H 3.230 -2.780 0.261
H 2.708 -1.856 1.683
H 2.344 -1.352 0.016
H 1.061 -3.593 1.646
H 0.898 -3.518 -0.111
C 0.156 -0.726 4.119
C 1.519 -0.140 3.717
O 1.309 0.684 2.554
C 2.184 1.651 2.365
O 3.156 1.888 3.018
C 1.832 2.461 1.097
F 2.885 3.128 0.657
F 1.389 1.662 0.121
F 0.853 3.350 1.371
H -0.591 -0.726 3.336
H -0.206 -0.073 4.921
H 0.267 -1.674 4.647
H 2.285 -0.863 3.458
H 1.829 0.476 4.554
C -0.423 2.837 -2.338
C -0.394 1.487 -3.027
O -1.754 1.170 -3.371
C -2.050 -0.056 -3.737
O -1.326 -1.001 -3.809
C -3.541 -0.193 -4.130
F -4.238 0.937 -3.974
F -3.646 -0.579 -5.402
F -4.109 -1.135 -3.355
H -0.955 3.544 -2.987
H 0.577 3.234 -2.190
H -1.008 2.835 -1.420
H 0.023 0.732 -2.360
H 0.168 1.536 -3.958

The calculation puts the HOMO energy at -10.99 eV. Its energy above the lowest of the compared OMol25 structures with the same formula, charge and spin is 5.1 kcal/mol. As for the structure (SMILES): CCOC(=O)C(F)(F)F.CCOC(=O)C(F)(F)F.CCOC(=O)C(F)(F)F. As for the gap between HOMO and LUMO: 11.55 eV. The lowest unoccupied orbital energy comes out at 0.021 Eh.

Atom charges from the natural (NBO) analysis, given in e for atoms 1 to 6: atom 1 (C): -0.6341, atom 2 (C): -0.0875, atom 3 (O): -0.4883, atom 4 (C): 0.6912, atom 5 (O): -0.5232, atom 6 (C): 0.9002



Record 7
Density functional theory data (ωB97M-V/def2-TZVPD) for the molecule C3H3NO4.

Positions of all 11 atoms, in Å:
C 0.639 0.676 0.092
C -0.566 -0.365 0.234
C -1.926 0.391 -0.147
H 1.788 -1.718 -0.124
H 2.580 1.006 -0.127
H -1.877 1.394 -0.123
N 1.890 0.255 -0.033
O 2.434 -0.942 -0.401
O 0.440 1.893 0.201
O -0.492 -1.530 0.505
O -2.958 -0.256 -0.363

The calculation puts the HOMO energy at -9.92 eV. Its energy above the lowest of the compared OMol25 structures with the same formula, charge and spin is 95.0 kcal/mol. As for the structure (SMILES): O=CC(=O)C(=O)NO. As for the gap between HOMO and LUMO: 8.46 eV. The lowest unoccupied orbital energy comes out at -0.054 Eh.

Atom charges from the natural (NBO) analysis, given in e for atoms 1 to 6: atom 1 (C): 0.5062, atom 2 (C): 0.4265, atom 3 (C): 0.3307, atom 4 (H): 0.5019, atom 5 (H): 0.4006, atom 6 (H): 0.1559



| no. | F_max (eV/A) | M (g/mol) |
| --- | --- | --- |
| 1 | 2.99 | 104.17 |
| 2 | 0.67 | 1070.74 |
| 3 | 3.56 | 559.53 |
| 4 | 4.47 | 60.05 |
| 5 | 0.96 | 146.20 |
| 6 | 1.32 | 426.23 |
| 7 | 6.44 | 117.06 |